C27H43BaBrN2P2 | the ωB97M-V functional and the def2-TZVPD basis

As for the highest occupied orbital energy: -0.5024 Eh. As for the net charge: +2. The calculation puts the LUMO energy at -0.238 Eh.

CARTESIAN COORDINATES (ANGSTROEM)
C  0.235  -3.645  -3.162
C  1.857  -2.083  -0.150
H  -5.128  0.828  -1.964
H  -1.420  3.387  0.927
H  -2.588  -2.112  0.516
C  0.879  -2.778  -0.975
H  -4.917  -3.018  -0.027
C  -3.244  1.399  -0.983
H  0.378  1.586  6.206
Br  -1.896  -5.517  -3.607
C  1.602  1.291  -2.790
H  -2.823  2.039  -1.783
H  3.825  -0.593  5.172
C  3.131  2.587  0.123
H  3.033  3.639  2.062
H  2.678  1.139  -2.624
H  4.483  2.619  1.833
C  -4.776  1.344  -1.055
H  -1.842  -2.015  -2.591
H  -0.900  0.323  6.326
H  -3.865  -2.951  -1.455
H  3.542  1.635  -0.267
H  4.158  -0.844  0.270
H  1.447  1.416  -3.871
C  -0.206  -3.480  -0.383
H  1.908  -1.604  3.914
H  -5.176  0.849  -0.157
C  0.011  0.519  4.510
H  -3.169  0.515  -3.778
H  0.396  -3.720  -4.226
C  -0.934  4.178  0.324
C  -3.382  -1.474  0.071
H  1.088  4.971  0.030
H  -5.188  2.364  -1.083
H  3.647  3.385  -0.427
H  -0.006  2.651  -2.208
C  -0.809  -4.360  -2.542
N  -0.108  0.526  3.357
C  4.070  -0.914  1.357
C  3.402  2.686  1.641
C  5.081  -0.375  2.152
H  -4.088  -1.011  -3.452
C  0.089  0.570  5.946
C  -4.387  -2.332  -0.708
C  3.884  -0.720  4.086
H  1.049  0.388  -2.479
H  -1.073  -0.455  -2.848
H  0.834  -0.157  6.263
H  -5.159  -1.715  -1.198
H  -1.258  4.092  -0.729
C  -3.098  -0.579  -3.684
P  1.327  2.546  -0.230
H  -1.271  5.154  0.705
H  1.543  3.451  -2.474
H  -2.792  -0.986  -4.661
C  0.600  4.088  0.465
C  2.923  -1.459  1.988
C  -2.051  -0.929  -2.620
H  1.759  -2.136  -2.839
C  1.087  2.545  -2.059
H  -3.881  -0.990  0.935
H  5.995  0.006  1.676
C  1.883  -2.139  1.229
H  -2.897  1.851  -0.029
H  2.917  1.836  2.159
N  4.967  -0.240  3.471
H  1.074  -2.597  1.838
H  -1.812  -4.890  -0.705
H  2.578  -1.461  -0.708
H  -0.405  -3.387  0.687
C  -1.012  -4.306  -1.167
P  -2.456  -0.255  -0.968
C  2.828  -1.319  3.397
H  0.873  4.077  1.539
Ba  -0.059  -0.133  0.861
C  1.016  -2.796  -2.378

Atoms 1-3, force components in eV/Å:
-0.5583 0.3077 0.8187
-0.1337 -0.2952 1.3503
0.1760 0.1310 0.4421

=====

C3H8O2 | the ωB97M-V functional and the def2-TZVPD basis

Its SMILES is OCCCO. As for the highest occupied orbital energy: -0.3678 Eh. As for the net charge: 0. The calculation puts the LUMO energy at 0.028 Eh.

CARTESIAN COORDINATES (ANGSTROEM)
H  -2.153  -0.801  0.408
H  -1.110  0.121  -1.513
H  -1.171  0.474  1.149
C  -1.124  -0.473  0.583
O  1.562  0.363  0.439
O  -0.516  -1.497  1.340
C  -0.407  -0.226  -0.747
C  0.714  0.789  -0.621
H  0.417  -1.255  1.420
H  2.223  1.046  0.597
H  0.292  1.783  -0.402
H  1.271  0.864  -1.567
H  0.002  -1.187  -1.086

Atoms 1-3, force components in eV/Å:
0.1334 0.0378 0.0064
0.0717 -0.0092 0.1057
-0.0151 -0.1921 -0.0387

=====

C24H48BeCaF3N4O11S | the ωB97M-V functional and the def2-TZVPD basis

As for the highest occupied orbital energy: -0.3932 Eh. As for the net charge: +1. The calculation puts the LUMO energy at -0.226 Eh.

CARTESIAN COORDINATES (ANGSTROEM)
H  -3.778  -2.951  -0.768
C  -0.265  2.702  -9.669
O  1.181  2.773  -7.782
H  0.594  -0.234  -3.041
C  -1.981  -0.518  2.021
H  -1.243  -4.252  5.737
H  -4.059  -4.020  4.543
H  -3.862  -5.528  6.676
C  7.171  -3.487  3.396
H  -2.634  -3.141  3.994
C  -4.855  -0.648  -1.052
O  -1.635  2.764  7.940
H  -2.320  -5.580  7.533
H  -0.131  3.399  -10.497
C  2.186  1.921  -9.759
C  3.007  2.778  -4.485
Ca  -2.797  3.287  -3.403
H  1.336  6.337  -3.064
H  -4.799  0.428  -0.922
C  1.048  2.493  -8.953
H  7.563  -4.077  2.567
H  -2.304  4.778  6.229
C  -2.607  -5.187  3.582
S  -0.729  0.486  1.886
H  -2.807  -3.032  -2.206
H  1.450  4.662  -1.497
H  3.064  1.824  -9.125
H  0.924  2.782  -5.099
H  7.020  -1.655  2.271
F  1.193  0.598  -0.841
C  0.770  0.861  -3.171
H  -3.956  3.644  4.965
H  -2.808  -0.439  -1.678
O  -1.180  4.744  -2.977
H  2.789  3.316  -3.567
C  -2.020  2.720  6.816
N  -2.340  -2.537  1.757
N  -2.319  -6.079  2.907
O  2.219  6.033  -2.834
H  -1.979  1.422  4.276
H  3.142  5.141  -1.242
C  1.708  1.179  -1.978
H  3.386  3.514  -5.194
C  1.659  -1.948  2.602
H  -2.584  -3.377  6.457
H  2.446  -1.217  2.478
C  6.384  -2.300  2.875
O  2.793  -3.009  4.303
C  -3.046  -2.404  -1.351
C  -1.975  3.840  5.792
O  5.302  -2.728  2.047
Be  -1.302  -0.402  -0.744
O  1.428  0.857  -4.414
F  2.920  0.650  -2.141
C  2.151  5.496  -1.519
H  -0.992  3.118  -8.975
H  -3.854  -1.164  -2.906
O  -0.312  1.650  -3.162
H  1.833  6.267  -0.811
H  2.425  2.585  -10.591
H  -2.486  -6.404  5.991
C  1.773  2.097  -5.054
H  4.736  -3.292  2.584
C  -2.778  -5.512  6.547
H  0.889  -1.593  3.281
C  -1.616  -2.930  0.518
F  1.872  2.468  -1.714
H  3.792  2.050  -4.274
H  1.995  1.827  -6.075
N  -2.848  -1.208  1.591
H  -0.640  1.749  -10.045
O  -1.872  -1.987  -0.587
H  5.983  -1.710  3.706
H  -3.725  1.306  4.578
H  1.236  -2.228  1.644
C  -2.811  1.824  4.862
H  -2.713  3.696  3.717
C  -2.330  -4.239  5.838
O  2.204  -4.195  2.597
H  -0.947  3.848  -3.241
H  -0.543  -2.879  0.726
H  6.529  -4.146  3.986
H  1.916  0.935  -10.138
C  -3.613  -1.110  -1.855
H  -4.920  -1.137  -0.093
H  -0.956  3.933  5.416
N  2.270  -3.156  3.220
H  -5.718  -0.886  -1.660
H  -1.848  -3.959  0.260
C  -2.939  3.336  4.720
O  -2.542  1.594  6.248
H  8.004  -3.162  4.021
C  -2.973  -4.064  4.456

Atoms 1-3, force components in eV/Å:
0.3536 0.0657 0.7415
-0.0517 0.0581 0.2678
-0.2027 0.1474 -0.3605

=====

no.,calculated total energy (eV)
1,-120977.87969
2,-7335.25697
3,-91958.18011